(1)
Entry from the OMol25 dataset: a structure of composition C9H21ClI2N2O2PTb in a non-equilibrium geometry (ωB97M-V/def2-TZVPD).

Last column: Löwdin charge in e.
Element x y z (Å)
I1 -1.310 3.650 0.344  0.179
I2 0.323 3.569 -1.620  0.426
Tb1 -0.954 -1.109 -0.673  1.341
P1 -2.542 0.714 -2.234  0.639
C1 -3.004 2.364 -2.690  -0.359
C2 -2.464 -0.020 -3.948  -0.258
H1 -4.250 -0.989 -1.559  0.033
H2 -4.922 0.294 -2.634  0.071
H3 -4.549 0.651 -0.903  0.057
C3 -4.241 0.083 -1.795  -0.258
H4 -2.293 -1.106 -3.936  0.032
H5 -3.402 0.213 -4.478  0.070
H6 -3.849 2.500 -3.393  0.091
H7 -2.149 2.903 -3.126  -0.002
H8 -1.612 0.472 -4.446  0.055
H9 -3.241 2.958 -1.797  -0.008
C4 0.122 5.981 -0.482  -0.334
O1 0.502 6.842 0.216  0.066
Cl1 -1.775 -3.227 -1.516  -0.040
C5 2.148 1.236 1.479  -0.011
N1 2.407 -0.134 1.967  -0.096
C6 3.454 -0.185 2.962  -0.045
C7 1.734 -1.199 1.521  -0.406
O2 0.740 -1.026 0.691  -0.307
N2 1.938 -2.479 1.821  -0.106
C8 2.862 -3.063 2.761  -0.036
C9 1.007 -3.434 1.239  -0.041
H10 2.942 1.819 2.023  0.104
H11 1.131 1.569 1.820  0.090
H12 2.339 1.302 0.378  0.095
H13 3.180 -0.669 3.897  0.105
H14 4.426 -0.504 2.560  0.113
H15 3.681 0.839 3.281  0.095
H16 2.469 -3.021 3.852  0.136
H17 3.007 -4.153 2.469  0.117
H18 3.899 -2.531 2.711  0.114
H19 -0.023 -3.248 1.571  0.094
H20 1.023 -3.406 0.145  0.077
H21 1.245 -4.458 1.525  0.108

Values from the calculation:
- charge = +2
- gap between HOMO and LUMO (alpha / beta) (eV) = 3.03 / 5.56
- 2S+1 = 7
- LUMO energy (alpha / beta) (eV) = -9.2432 / -8.8756
- HOMO (alpha / beta) (eV) = -12.28 / -14.43
- total energy (hartree) = -2836.1418
- maximum force (Eh/bohr) = 0.126

---

(2)
Entry from the OMol25 dataset: a structure of composition C9H21ClI2N2OPSTb in a non-equilibrium geometry (ωB97M-V/def2-TZVPD).

Last column: Löwdin charge in e.
Element x y z (Å)
I1 -3.026 -1.674 -1.935  0.858
I2 -2.942 1.830 -1.902  0.873
Tb1 1.012 -0.041 0.522  1.285
P1 -0.443 0.091 -3.507  0.606
C1 -1.969 0.088 -4.516  -0.439
C2 0.390 1.479 -4.377  -0.294
H1 1.378 -1.468 -3.917  0.035
H2 0.511 -1.054 -5.419  0.051
H3 -0.204 -2.205 -4.255  0.037
C3 0.397 -1.303 -4.364  -0.295
H4 1.376 1.645 -3.938  0.037
H5 0.498 1.225 -5.433  0.052
H6 -1.759 0.093 -5.607  0.075
H7 -2.584 0.967 -4.269  -0.066
H8 -0.208 2.383 -4.270  0.038
H9 -2.577 -0.797 -4.274  -0.071
C4 -4.065 0.103 -1.183  -1.194
O1 -5.182 0.100 -0.871  -0.008
Cl1 3.411 -0.028 0.049  -0.070
C5 0.323 2.460 2.653  -0.033
N1 0.798 1.118 3.093  -0.203
C6 2.204 1.076 3.558  -0.008
C7 0.079 0.005 2.763  -0.946
S1 -1.306 0.111 1.784  0.728
N2 0.683 -1.191 3.075  -0.235
C8 1.000 -1.422 4.504  -0.002
C9 0.252 -2.420 2.351  -0.060
H10 0.886 3.234 3.171  0.113
H11 -0.769 2.574 2.860  0.108
H12 0.479 2.559 1.531  0.094
H13 2.239 0.874 4.632  0.112
H14 2.729 0.298 2.986  0.071
H15 2.669 2.022 3.345  0.107
H16 0.517 -2.336 4.872  0.119
H17 2.096 -1.540 4.610  0.119
H18 0.661 -0.591 5.138  0.114
H19 -0.853 -2.576 2.415  0.113
H20 0.563 -2.392 1.295  0.050
H21 0.735 -3.298 2.832  0.131

Values from the calculation:
- charge = +2
- gap between HOMO and LUMO (alpha / beta) (eV) = 5.40 / 5.59
- 2S+1 = 7
- LUMO energy (alpha / beta) (eV) = -8.5835 / -8.4336
- HOMO (alpha / beta) (eV) = -13.99 / -14.03
- total energy (hartree) = -3159.2334
- maximum force (Eh/bohr) = 0.048

---

(3)
Entry from the OMol25 dataset: a structure of composition C9H21ClLuN8O3S2 in a non-equilibrium geometry (ωB97M-V/def2-TZVPD).

Last column: Löwdin charge in e.
Element x y z (Å)
Lu1 0.118 0.995 -0.401  1.313
N1 0.495 2.654 1.548  -0.136
N2 -0.142 2.450 2.728  -0.101
C1 -1.477 2.832 2.810  -0.876
N3 -2.048 2.664 4.045  0.090
S1 -2.371 3.281 1.439  0.591
H1 1.512 2.914 1.692  0.138
H2 0.124 3.393 0.973  -0.025
H3 0.416 2.289 3.564  0.160
H4 -1.546 2.207 4.811  0.115
H5 -3.017 2.839 4.231  0.099
N4 -2.039 1.045 -1.476  -0.115
C2 -2.058 0.091 -2.621  -0.131
C3 -0.691 -0.530 -2.882  -0.649
O1 -0.604 -1.372 -3.782  0.039
O2 0.307 -0.150 -2.164  -0.247
H6 -2.833 0.890 -0.851  0.039
H7 -2.025 2.052 -1.759  0.083
H8 -2.439 0.671 -3.473  0.136
H9 -2.756 -0.733 -2.425  0.129
C4 -0.521 -4.231 -1.358  0.018
C5 -1.380 -3.511 -0.375  -0.297
N5 -2.614 -3.800 -0.079  0.118
N6 -3.118 -2.721 0.586  0.027
C6 -2.189 -1.755 0.828  -0.772
S2 -2.324 -0.269 1.572  0.620
N7 -1.020 -2.316 0.277  -0.079
N8 0.204 -1.660 0.308  0.042
H10 -1.067 -5.119 -1.582  0.081
H11 0.402 -4.548 -0.873  0.088
H12 -0.424 -3.654 -2.286  0.092
H13 -4.101 -2.777 0.919  0.185
H14 1.046 -2.190 0.030  0.135
H15 0.355 -1.258 1.248  0.087
C7 4.491 0.762 0.795  0.017
C8 3.343 0.652 -0.156  -0.390
C9 3.610 0.509 -1.621  0.010
O3 2.155 0.676 0.248  -0.189
H16 4.263 1.206 1.749  0.088
H17 5.312 1.303 0.285  0.113
H18 4.950 -0.196 0.925  0.100
H19 4.692 0.393 -1.781  0.101
H20 3.204 1.348 -2.144  0.075
H21 3.055 -0.385 -2.012  0.118
Cl1 0.752 3.056 -1.513  -0.038

Values from the calculation:
- charge = +1
- gap between HOMO and LUMO (eV) = 8.14
- LUMO energy (eV) = -3.2327
- HOMO (eV) = -11.38
- total energy (hartree) = -3511.3802
- maximum force (Eh/bohr) = 0.081
- relative energy (zero: lowest compared OMol25 entry of this formula, charge and spin) (kcal/mol) = 4.1

---

(4)
Entry from the OMol25 dataset: a structure of composition C9H21CoI2O3P2 in a non-equilibrium geometry (ωB97M-V/def2-TZVPD).

Last column: Löwdin charge in e.
Element x y z (Å)
I1 -1.791 3.080 0.243  0.958
I2 2.460 1.054 -0.411  0.954
Co1 0.203 0.658 -0.038  -0.423
P1 0.376 0.436 2.106  0.727
C1 0.428 2.146 2.687  -0.257
C2 -1.052 -0.310 2.914  -0.189
H1 -0.714 -0.683 3.886  0.072
H2 1.481 -0.662 3.892  0.073
H3 -1.407 -1.180 2.331  0.058
H4 2.009 -1.331 2.316  0.059
H5 -0.456 2.712 2.303  -0.069
H6 -1.857 0.440 3.030  0.082
C3 1.785 -0.406 2.872  -0.195
H7 0.405 2.134 3.795  0.094
H8 2.659 0.261 2.864  0.065
H9 1.316 2.653 2.319  0.050
P2 -0.064 -0.093 -2.167  0.775
C4 -0.245 1.443 -3.099  -0.231
C5 1.146 -1.148 -3.044  -0.196
H10 -1.811 -1.705 -1.698  0.053
H11 -1.476 -1.561 -3.450  0.076
H12 -2.431 -0.272 -2.608  0.073
C6 -1.610 -0.996 -2.517  -0.188
H13 1.496 -1.955 -2.373  0.060
H14 0.641 -1.633 -3.888  0.070
H15 -0.497 1.208 -4.146  0.086
H16 0.679 2.044 -3.043  0.053
H17 1.999 -0.553 -3.407  0.067
H18 -1.084 2.028 -2.650  0.030
C7 -1.578 0.501 0.048  -0.564
O1 -2.668 0.019 0.103  0.106
C8 -0.727 -3.630 0.485  -0.001
O2 -0.767 -2.194 0.318  -0.170
C9 0.411 -1.534 0.164  -0.519
O3 1.474 -2.152 0.061  0.015
H19 -0.121 -3.916 1.368  0.116
H20 -0.327 -4.142 -0.421  0.119
H21 -1.781 -3.898 0.641  0.112

Values from the calculation:
- charge = +2
- gap between HOMO and LUMO (alpha / beta) (eV) = 7.40 / 5.87
- 2S+1 = 5
- LUMO energy (alpha / beta) (eV) = -8.0511 / -10.6816
- HOMO (alpha / beta) (eV) = -15.45 / -16.55
- total energy (hartree) = -3241.4137
- maximum force (Eh/bohr) = 0.160
- relative energy (zero: lowest compared OMol25 entry of this formula, charge and spin) (kcal/mol) = 17.5

---

(5)
Entry from the OMol25 dataset: a structure of composition C9H21I2O3P2Sn in a non-equilibrium geometry (ωB97M-V/def2-TZVPD).

Last column: Löwdin charge in e.
Element x y z (Å)
I1 -2.748 -0.927 1.078  1.071
I2 2.606 -1.061 0.829  1.164
Sn1 -1.058 -0.191 -1.894  1.163
P1 -0.313 -2.839 -0.899  0.667
C1 -0.469 -3.594 0.748  -0.254
C2 -1.636 -3.665 -1.841  -0.255
H1 -1.436 -4.733 -1.951  0.087
H2 1.054 -4.648 -1.817  0.091
H3 -1.701 -3.220 -2.838  0.048
H4 1.441 -3.072 -2.528  0.068
H5 -1.419 -3.300 1.208  -0.021
H6 -2.599 -3.532 -1.347  0.056
C3 1.190 -3.585 -1.593  -0.230
H7 -0.434 -4.690 0.703  0.102
H8 2.035 -3.460 -0.911  0.017
H9 0.333 -3.255 1.412  0.037
P2 -0.412 2.353 -0.945  0.753
C4 -0.785 3.288 0.616  -0.191
C5 1.174 2.998 -1.664  -0.194
H10 -1.610 2.450 -3.045  0.024
H11 -1.597 4.085 -2.334  0.094
H12 -2.691 2.826 -1.691  0.068
C6 -1.687 3.012 -2.102  -0.285
H13 1.421 2.359 -2.518  0.055
H14 1.142 4.038 -2.029  0.094
H15 -1.095 4.344 0.489  0.099
H16 0.073 3.265 1.294  0.037
H17 1.984 2.902 -0.935  0.046
H18 -1.612 2.776 1.122  0.051
C7 -0.495 -0.376 0.855  -0.673
O1 -0.283 -0.396 2.042  -0.073
C8 1.436 1.489 3.908  0.005
O2 1.913 0.423 3.034  -0.193
C9 2.176 0.796 1.769  -0.892
O3 2.097 1.940 1.318  0.012
H19 1.185 0.972 4.850  0.120
H20 0.541 2.020 3.526  0.096
H21 2.279 2.207 4.082  0.134

Values from the calculation:
- charge = +3
- gap between HOMO and LUMO (alpha / beta) (eV) = 4.15 / 4.13
- LUMO energy (alpha / beta) (eV) = -14.8542 / -14.8591
- HOMO (alpha / beta) (eV) = -19.00 / -18.99
- total energy (hartree) = -2072.3972
- maximum force (Eh/bohr) = 0.139

---

(6)
Entry from the OMol25 dataset: a structure of composition C9H21IrOS3Se3SiTe in a non-equilibrium geometry (ωB97M-V/def2-TZVPD).

Last column: Löwdin charge in e.
Element x y z (Å)
Ir1 0.417 0.045 1.119  0.363
C1 2.939 -2.249 0.955  -0.451
C2 1.632 -3.003 0.990  -0.505
S1 0.233 -2.245 0.133  0.864
C3 0.843 -2.053 -1.565  -0.449
C4 0.546 -0.676 -2.097  -0.471
S2 1.206 0.710 -1.143  0.895
C5 2.990 0.357 -1.078  -0.450
C6 3.538 0.475 0.320  -0.502
S3 2.756 -0.549 1.587  0.814
H1 3.394 -2.206 -0.033  0.076
H2 3.638 -2.756 1.620  0.095
H3 1.275 -3.070 2.019  0.049
H4 1.762 -4.015 0.604  0.102
H5 0.313 -2.787 -2.173  0.099
H6 1.902 -2.301 -1.593  0.073
H7 -0.527 -0.481 -2.080  0.042
H8 0.899 -0.575 -3.125  0.107
H9 3.477 1.112 -1.696  0.098
H10 3.179 -0.614 -1.533  0.076
H11 3.382 1.484 0.709  0.052
H12 4.608 0.264 0.333  0.102
Se1 0.880 2.430 1.921  0.076
Se2 -0.671 2.807 3.527  -0.047
Te1 -0.669 0.757 4.970  0.546
Se3 -0.385 -1.001 3.326  0.010
C7 -4.215 1.133 0.907  -0.162
Si1 -2.675 1.242 -0.152  0.219
C8 -2.482 3.049 -0.635  -0.164
C9 -2.934 0.253 -1.744  -0.169
O1 -1.370 0.722 0.626  -0.647
H13 -5.092 1.417 0.322  0.035
H14 -4.137 1.808 1.762  0.028
H15 -4.368 0.120 1.287  0.030
H16 -3.372 3.408 -1.156  0.036
H17 -1.617 3.188 -1.289  0.024
H18 -2.335 3.660 0.259  0.025
H19 -3.951 0.361 -2.122  0.036
H20 -2.757 -0.812 -1.558  0.025
H21 -2.249 0.595 -2.526  0.020

Values from the calculation:
- charge = +1
- gap between HOMO and LUMO (alpha / beta) (eV) = 6.74 / 5.38
- 2S+1 = 2
- LUMO energy (alpha / beta) (eV) = -3.9780 / -5.3140
- HOMO (alpha / beta) (eV) = -10.72 / -10.70
- total energy (hartree) = -9491.3956
- maximum force (Eh/bohr) = 0.040
- relative energy (zero: lowest compared OMol25 entry of this formula, charge and spin) (kcal/mol) = 19.9